No. 1
101
Properties=species:S:1:pos:R:3 method="wB97M-V/def2-TZVPD" total_charge=-1 lumo_ev=1.138 gap_ev=5.64
C 1.38 5.30 3.43
C -0.04 5.83 3.40
O -0.94 4.80 2.98
C -1.33 3.89 3.90
O -1.24 4.11 5.10
C -1.82 2.65 3.23
C -2.80 2.85 2.07
C -2.90 1.57 1.21
Nb -1.63 1.62 -0.67
C -0.10 2.16 -2.26
C 0.72 3.47 -2.17
C 1.82 3.46 -1.10
C 3.28 3.50 -1.59
C 4.00 2.13 -1.61
C 5.17 2.05 -0.62
C 5.72 0.63 -0.42
C 4.71 -0.31 0.22
O 4.59 -1.51 -0.58
C 4.13 -2.62 0.07
C 2.69 -2.92 -0.18
O 4.86 -3.30 0.76
C -2.66 3.53 -1.39
N -4.06 3.79 -1.00
C -5.06 3.03 -1.72
C -0.84 -0.50 -0.35
C -1.68 -1.74 -0.66
C -2.29 -2.38 0.59
O -0.85 -2.70 -1.37
H 1.47 4.46 4.11
H 1.70 4.99 2.43
H 2.05 6.09 3.78
H -0.15 6.63 2.67
H -0.34 6.22 4.37
H -2.23 2.01 4.01
H -0.93 2.17 2.80
H -3.77 3.14 2.47
H -2.43 3.68 1.47
H -2.55 0.72 1.81
H -3.94 1.38 0.93
H -2.82 0.77 -1.82
H -0.41 2.42 0.48
H -0.67 2.16 -3.20
H 0.63 1.34 -2.33
H 0.03 4.31 -2.00
H 1.21 3.68 -3.14
H 1.65 4.28 -0.39
H 1.69 2.54 -0.51
H 3.85 4.18 -0.95
H 3.32 3.94 -2.60
H 4.36 1.88 -2.61
H 3.27 1.37 -1.35
H 4.84 2.45 0.35
H 5.98 2.71 -0.97
H 6.00 0.21 -1.39
H 6.62 0.66 0.20
H 3.72 0.14 0.27
H 5.01 -0.60 1.23
H 2.13 -2.04 -0.49
H 2.24 -3.34 0.72
H 2.61 -3.65 -0.99
H -2.51 3.70 -2.47
H -2.03 4.25 -0.85
H -4.26 4.77 -1.08
H -4.58 2.36 -2.45
H -5.74 3.69 -2.27
H -5.67 2.40 -1.06
H 0.07 -0.57 -0.96
H -0.52 -0.54 0.70
H -2.50 -1.49 -1.35
H -1.56 -3.07 1.02
H -3.21 -2.93 0.37
H -2.52 -1.62 1.34
H -1.19 -3.59 -1.20
C 4.60 -7.44 -1.13
C 4.80 -8.15 -2.31
C 5.06 -7.49 -3.49
C 5.10 -6.10 -3.47
C 4.89 -5.37 -2.32
C 4.64 -6.05 -1.14
N 5.40 -5.39 -4.73
O 5.56 -6.06 -5.73
O 5.46 -4.18 -4.69
H 4.40 -7.97 -0.21
H 4.76 -9.23 -2.30
H 5.22 -8.01 -4.42
H 4.94 -4.29 -2.35
H 4.48 -5.49 -0.23
C -6.25 -2.96 3.83
C -7.18 -3.43 2.91
C -7.33 -2.81 1.69
C -6.53 -1.72 1.41
C -5.59 -1.23 2.30
C -5.46 -1.86 3.52
N -6.66 -1.05 0.10
O -7.46 -1.50 -0.69
O -5.93 -0.11 -0.10
H -6.14 -3.45 4.79
H -7.80 -4.29 3.15
H -8.04 -3.15 0.95
H -4.98 -0.38 2.03
H -4.73 -1.50 4.23

=====

No. 2
92
Properties=species:S:1:pos:R:3 method="wB97M-V/def2-TZVPD" s_squared=6.018 spin_multiplicity=5 total_charge=+2 lumo_ev="-5.697 / -8.783" gap_ev="6.42 / 3.33"
Pt -1.55 -0.10 -1.14
C -2.72 0.07 1.39
C -3.13 -0.66 0.16
C -1.61 -1.96 1.39
C -1.76 -0.71 2.07
C -2.41 -1.96 0.22
C -3.42 1.26 1.91
H -4.02 1.71 1.11
H -2.73 2.02 2.31
H -4.09 0.98 2.73
C -1.07 -0.37 3.30
H -1.10 0.69 3.56
H 0.25 -0.69 3.21
H -1.41 -0.98 4.14
C -0.86 -3.12 1.93
H -1.38 -3.60 2.78
H 0.12 -2.80 2.31
H -0.70 -3.89 1.17
C -2.74 -3.15 -0.59
H -3.36 -3.86 -0.03
H -1.83 -3.69 -0.89
H -3.28 -2.86 -1.50
C -4.48 -0.53 -0.46
H -5.26 -1.01 0.15
H -4.48 -1.01 -1.45
H -4.74 0.52 -0.59
C 0.78 4.33 -3.34
C -0.48 4.80 -3.38
C -1.41 4.76 -4.55
C -1.23 3.54 -5.47
C -1.00 2.24 -4.76
C 0.21 1.68 -4.68
C 1.50 2.41 -4.99
C 1.62 3.89 -4.51
H -1.28 5.68 -5.14
H -0.41 3.76 -6.17
H -2.45 4.77 -4.17
H 1.50 4.57 -5.37
H 1.32 4.44 -2.39
H -0.84 5.38 -2.53
H 2.67 4.01 -4.18
H 2.34 1.84 -4.56
H 0.30 0.60 -4.53
H 1.65 2.43 -6.08
H -2.14 3.46 -6.08
H -1.89 1.72 -4.38
P -0.51 1.84 -0.67
P 0.30 -1.02 -2.07
C 1.04 1.73 -1.66
C 1.55 0.34 -2.09
H 1.83 2.27 -1.12
H 0.83 2.32 -2.56
H 1.95 0.40 -3.11
H 2.37 0.02 -1.43
C 1.05 -2.30 -1.02
H 0.36 -3.14 -0.90
H 1.30 -1.88 -0.04
H 1.97 -2.66 -1.49
C 0.05 -1.73 -3.71
H 1.01 -1.92 -4.21
H -0.56 -1.08 -4.34
H -0.48 -2.69 -3.60
C -0.06 2.44 0.96
H -0.92 2.37 1.64
H 0.25 3.49 0.88
H 0.77 1.86 1.39
C -1.87 2.93 -1.19
H -2.66 2.33 -1.68
H -1.52 3.69 -1.88
H -2.30 3.41 -0.30
C 1.72 -4.75 5.19
N 2.35 -3.50 5.52
C 3.07 -3.53 6.77
C 1.62 -2.28 5.18
C 2.24 -1.58 3.97
C 3.62 -1.69 3.77
C 4.22 -1.13 2.64
C 3.43 -0.47 1.70
C 2.04 -0.38 1.90
C 1.46 -0.89 3.05
H 2.44 -5.57 5.31
H 1.37 -4.74 4.15
H 0.85 -4.96 5.84
H 3.69 -4.43 6.80
H 3.71 -2.64 6.86
H 2.38 -3.55 7.64
H 0.57 -2.52 4.97
H 1.65 -1.60 6.05
H 4.20 -2.28 4.48
H 5.30 -1.20 2.50
H 3.87 -0.02 0.81
H 1.42 0.11 1.15

=====

No. 3
97
Properties=species:S:1:pos:R:3 method="wB97M-V/def2-TZVPD" total_charge=-1 lumo_ev="2.078 / 2.076" gap_ev="1.99 / 2.54"
Al 0.14 0.08 1.14
Cl -1.14 1.26 2.45
P -0.37 -0.73 -0.97
C 0.93 2.18 0.61
H 0.21 2.98 0.63
H 1.59 2.13 -0.26
C -1.85 -1.79 -0.54
C 1.18 -1.75 -1.31
C -2.50 -2.59 -1.67
H -1.40 -2.51 0.18
C -3.54 -3.55 -1.09
H -2.99 -1.90 -2.37
H -1.75 -3.16 -2.25
C -4.60 -2.83 -0.24
H -4.03 -4.10 -1.90
H -3.03 -4.29 -0.46
C -3.99 -1.88 0.80
H -5.26 -2.25 -0.91
H -5.24 -3.56 0.26
C -2.93 -0.96 0.19
H -4.78 -1.27 1.26
H -3.53 -2.47 1.60
H -3.40 -0.28 -0.53
H -2.51 -0.33 0.98
C -0.74 0.21 -2.54
C 2.23 -0.92 -2.06
H 1.57 -1.94 -0.29
C 3.55 -1.68 -2.24
H 1.85 -0.63 -3.05
H 2.43 0.02 -1.52
C 3.36 -3.10 -2.79
H 4.21 -1.11 -2.91
H 4.06 -1.74 -1.27
C 2.25 -3.89 -2.08
H 3.12 -3.05 -3.87
H 4.30 -3.65 -2.71
C 0.94 -3.12 -1.95
H 2.07 -4.84 -2.60
H 2.60 -4.14 -1.06
H 0.48 -2.99 -2.95
H 0.23 -3.70 -1.35
C -2.02 1.06 -2.43
H 0.12 0.90 -2.61
C -2.22 1.94 -3.67
H -2.89 0.40 -2.31
H -1.98 1.70 -1.53
C -2.18 1.14 -4.98
H -3.19 2.46 -3.59
H -1.44 2.72 -3.69
C -0.95 0.22 -5.07
H -3.09 0.53 -5.06
H -2.18 1.83 -5.83
C -0.76 -0.65 -3.81
H -1.04 -0.44 -5.95
H -0.05 0.83 -5.20
H -1.58 -1.39 -3.76
H 0.16 -1.23 -3.92
C -1.70 4.37 -0.32
C -0.45 4.68 -0.78
H -2.41 3.78 -0.91
C 0.41 5.70 -0.11
H -0.06 4.23 -1.71
C 0.13 5.76 1.40
H 1.47 5.53 -0.31
H 0.18 6.70 -0.53
C -1.36 5.92 1.68
H 0.50 4.84 1.88
H 0.69 6.60 1.85
C -2.19 4.79 1.04
H -1.54 5.95 2.76
H -1.70 6.87 1.27
H -2.20 3.92 1.72
H -3.24 5.11 0.97
C 4.40 -1.84 3.16
C 3.22 -2.09 4.08
C 2.19 -0.93 4.14
C 1.11 -1.22 5.22
C 0.50 -2.60 5.12
C 2.91 0.38 4.52
O 3.59 0.52 5.52
N 2.74 1.50 3.66
C 2.23 1.40 2.42
O 1.85 2.47 1.76
N 1.94 0.20 1.93
C 1.53 -0.76 2.82
O 0.47 -1.37 2.42
H 4.09 -1.67 2.12
H 4.99 -0.98 3.51
H 5.04 -2.73 3.20
H 2.68 -3.00 3.78
H 3.57 -2.24 5.11
H 1.59 -1.09 6.20
H 0.34 -0.44 5.12
H 1.19 -3.37 5.50
H -0.40 -2.63 5.74
H 0.22 -2.84 4.09
H 3.06 2.42 3.97